# C29H49FNO25S6

A 7-piece molecular cluster, C29H49FNO25S6 overall in a non-equilibrium geometry (wB97M-V/def2-TZVPD, the Open Molecules 2025 dataset).

Geometry as XYZ:
```
111
Properties=species:S:1:pos:R:3:forces:R:3
C 2.975078 -0.795394 0.399381 -0.64 0.97 0.07
C 2.482963 0.608002 0.858190 -0.07 -0.32 -1.02
N 1.161888 0.876412 0.253729 0.82 0.11 0.80
C 0.468858 2.001981 0.896585 -0.77 0.69 -1.02
C -1.035348 1.979627 0.507539 0.08 -1.55 -0.24
C -1.638979 0.564688 0.474828 -0.61 0.69 0.32
C -2.959181 0.538992 -0.345253 1.22 0.04 0.87
C -3.666868 1.865040 -0.571447 -0.80 -1.35 -1.21
F -4.214935 2.373354 0.631799 0.22 0.34 0.06
C -1.926633 0.186647 1.924368 0.55 -0.74 -0.85
C -2.208203 -1.346806 2.118561 -0.28 0.40 0.29
C -1.696649 -2.206925 0.987666 -0.03 0.65 0.85
C -2.531406 -2.651980 -0.008578 -1.12 0.17 0.11
C -2.101568 -3.429977 -1.057071 -0.49 0.03 -0.31
C -0.773416 -3.780697 -1.126648 -0.29 -0.34 -0.74
C 0.054382 -3.352943 -0.121729 1.84 -0.37 0.17
C -0.372195 -2.591152 0.933155 -0.10 0.07 0.31
C 1.306726 1.094970 -1.147420 -0.24 -0.13 -1.03
C 0.567436 0.121468 -2.054608 0.04 -0.05 0.80
O 1.995134 1.982629 -1.632739 -0.09 -0.38 0.43
H 3.317108 -1.355624 1.257558 0.20 -0.10 -0.15
H 3.739355 -0.727809 -0.379567 0.09 -0.07 0.20
H 2.101948 -1.288926 -0.032585 0.15 -0.28 0.16
H 3.214620 1.362241 0.524992 -0.01 0.11 0.52
H 2.322949 0.635156 1.935286 0.19 0.08 -0.04
H 0.877949 2.928216 0.451448 0.12 0.10 0.63
H 0.624854 2.014908 1.975951 0.09 -0.31 -0.07
H -1.075661 2.375094 -0.514986 -0.16 0.38 0.22
H -1.637958 2.596291 1.210471 0.40 0.61 -0.21
H -2.747664 0.054284 -1.316876 -0.41 0.37 -0.20
H -3.640603 -0.145487 0.176875 -0.25 0.17 -0.20
H -4.534303 1.663693 -1.226637 -0.01 0.25 0.14
H -3.063292 2.604679 -1.097964 -0.10 0.06 0.86
H -1.018215 0.388198 2.504299 -0.23 0.26 0.12
H -2.776772 0.781595 2.343037 0.16 -0.13 0.36
H -3.283118 -1.508315 2.268204 0.07 -0.10 -0.20
H -1.738177 -1.668751 3.057365 -0.05 -0.05 -0.09
H -3.573250 -2.352270 0.050909 0.00 -0.10 -0.12
H -2.833512 -3.718447 -1.804444 0.20 -0.13 -0.09
H -0.406377 -4.374827 -1.956205 0.09 0.01 0.09
H 1.111226 -3.616835 -0.151246 -0.10 -0.06 -0.07
H 0.311808 -2.287506 1.717296 0.06 0.06 -0.09
H -0.345706 0.603753 -2.416831 0.13 -0.01 -0.13
H 1.217260 -0.188047 -2.877158 -0.12 0.19 -0.08
H 0.238915 -0.727263 -1.449330 -0.04 0.07 -0.12
C -7.469524 1.929606 1.280399 0.07 -0.06 -0.54
C -8.445537 3.059943 1.514070 0.34 0.30 0.22
O -9.534322 2.456765 2.226062 0.02 -0.34 -0.12
S -8.968323 1.277939 3.159809 0.35 0.22 -0.41
O -8.802109 1.780926 4.476167 -0.04 -0.16 0.17
O -9.718547 0.105430 2.895678 -0.20 -0.03 0.18
O -7.524087 1.148676 2.485041 -0.28 0.32 0.27
H -7.783924 1.297740 0.447353 -0.01 0.01 0.01
H -6.453694 2.278775 1.102499 0.08 -0.17 0.20
H -8.796853 3.506734 0.588053 -0.23 -0.11 0.05
H -8.011913 3.835692 2.149931 0.03 0.01 -0.05
C 4.260732 3.869015 -4.673724 -0.41 0.14 0.27
C 4.002882 2.385305 -4.564466 0.45 -0.25 0.35
O 3.280386 2.057422 -5.763170 -0.12 0.48 -0.18
S 3.773568 2.999600 -6.956567 0.11 -0.12 0.67
O 4.737713 2.304822 -7.730537 -0.01 0.11 -0.28
O 2.635746 3.606819 -7.548199 -0.09 -0.06 -0.22
O 4.541618 4.090776 -6.064938 0.07 -0.31 -0.13
H 3.373729 4.446785 -4.406631 0.01 -0.03 0.05
H 5.098974 4.191206 -4.062010 0.11 0.04 -0.21
H 3.423124 2.129119 -3.681035 -0.31 -0.07 -0.11
H 4.936694 1.818125 -4.563641 0.00 0.04 -0.02
C -0.646143 4.487785 -5.194729 -0.13 -0.13 -0.44
C -1.640855 5.607421 -4.968214 0.29 0.30 0.23
O -2.727587 4.988348 -4.272807 0.07 -0.35 -0.22
S -2.157985 3.809421 -3.333067 0.42 0.32 -0.49
O -2.008014 4.318464 -2.021525 -0.01 0.00 0.13
O -2.881763 2.627334 -3.617203 -0.20 -0.04 0.11
O -0.701691 3.705767 -3.999190 -0.18 0.28 0.22
H -0.942005 3.854453 -6.033725 0.03 0.04 -0.02
H 0.364000 4.854524 -5.358940 0.06 -0.12 0.17
H -1.988677 6.052043 -5.897019 -0.22 -0.11 0.04
H -1.223709 6.386483 -4.325265 0.04 0.00 -0.04
C 5.369194 -3.018006 4.258740 -0.41 0.18 0.27
C 5.139520 -4.504354 4.431680 0.48 -0.13 0.13
O 4.458678 -4.901730 3.236864 -0.08 0.32 -0.12
S 4.961130 -4.002794 2.008178 -0.07 0.12 0.59
O 5.965828 -4.718858 1.298938 0.01 0.19 -0.14
O 3.833266 -3.452536 1.361695 0.04 -0.52 -0.24
O 5.682784 -2.858856 2.869283 0.17 -0.41 -0.07
H 4.464612 -2.445672 4.473611 0.01 -0.02 0.02
H 6.185400 -2.649197 4.874484 0.12 0.04 -0.22
H 4.538532 -4.736848 5.306374 -0.20 -0.06 -0.17
H 6.084670 -5.050332 4.483974 0.00 0.03 0.05
C -3.452627 3.952186 3.487861 -0.27 -0.50 -0.38
C -4.173612 3.590554 4.770304 -0.11 0.48 0.07
O -3.251155 2.754542 5.476405 0.20 -0.04 -0.20
S -1.749716 3.220663 5.150715 -0.64 0.15 -0.53
O -1.292033 4.062080 6.200841 0.23 -0.02 0.04
O -1.026925 2.088761 4.715480 0.43 -0.22 0.34
O -2.085424 4.137972 3.882527 -0.06 0.17 0.53
H -3.491648 3.138078 2.760070 -0.01 0.04 0.02
H -3.840984 4.860987 3.034179 0.24 0.11 0.06
H -5.105920 3.060334 4.591263 0.13 -0.23 0.08
H -4.369200 4.475335 5.382623 -0.04 0.00 -0.02
C 6.443759 -7.635339 -1.511788 -0.37 0.29 -0.04
C 6.537204 -7.531517 -0.006351 0.47 0.14 0.05
O 5.740921 -8.625170 0.477166 -0.22 -0.09 -0.39
S 5.838230 -9.852544 -0.547489 0.17 0.54 0.03
O 6.814648 -10.768702 -0.077596 -0.04 -0.23 -0.09
O 4.525243 -10.264082 -0.881672 -0.08 -0.22 0.10
O 6.466733 -9.044664 -1.783381 0.14 -0.10 0.30
H 5.499887 -7.229758 -1.881209 0.02 0.02 0.02
H 7.271174 -7.141722 -2.014637 0.07 -0.22 -0.06
H 6.162095 -6.584347 0.372555 -0.16 -0.27 0.06
H 7.563344 -7.679697 0.339648 0.00 0.01 -0.04
```
Forces are in eV/Å.

total energy	-151267.0255	eV
net charge	-1

Löwdin atomic charge list, values in e, 5 entries:
1 C -0.07
2 C -0.21
3 N -0.11
4 C -0.17
5 C -0.20


# C19H35F2IInNO9PS

C19H35F2IInNO9PS as an isolated structure in a non-equilibrium geometry (wB97M-V/def2-TZVPD, the Open Molecules 2025 dataset).

Geometry as XYZ:
```
70
Properties=species:S:1:pos:R:3:forces:R:3
C -2.889376 -5.301402 0.034760 -0.06 -0.26 -0.22
C -2.777138 -4.272972 0.643650 -0.33 1.18 -0.01
C -2.855161 -2.923481 1.230916 -0.22 -0.92 -0.62
In -3.603469 -1.480995 -0.344249 1.29 -0.59 0.23
C -2.627989 -2.101194 -2.257199 -0.01 -0.93 -0.83
C -3.490600 -2.027454 -3.484522 1.20 0.69 1.52
O -3.745750 -0.996863 -3.995692 -0.71 0.31 -0.99
I -4.233166 -3.902902 -4.323315 -0.02 -0.11 -0.03
P -2.802875 0.845822 0.298522 -0.77 0.59 -0.14
S -4.293347 2.126227 0.527408 -0.17 0.26 -0.03
N -5.769381 -1.588991 -0.338822 0.37 -2.55 0.81
C -6.272254 -2.773283 -0.953782 -1.05 1.03 -0.62
O -7.381033 -2.836956 -1.355967 -0.52 -0.36 -0.35
F -5.476387 -3.839170 -1.103402 0.77 0.38 0.28
C -6.107313 -1.712263 1.002572 -0.23 1.09 -0.38
O -6.127940 -0.844408 1.802387 0.24 0.32 0.69
F -6.478708 -2.970477 1.401220 0.02 -0.13 -0.30
H -3.126610 -6.109337 -0.610646 0.19 -0.21 0.08
H -3.636277 -2.974215 1.995829 0.37 0.28 0.25
H -1.874698 -2.641603 1.619456 -0.26 0.24 0.24
H -2.185603 -3.099073 -2.164579 -0.38 0.05 0.33
H -1.784399 -1.422537 -2.438344 -0.34 0.21 0.10
H -2.036643 0.869934 1.494885 0.39 -0.25 -0.46
H -1.941386 1.327700 -0.729554 0.32 -0.29 0.47
C 3.964094 -3.147706 0.727569 -0.01 0.11 0.14
O 3.418439 -2.265250 1.681143 -0.06 -0.19 0.04
C 2.195274 -1.691864 1.237429 0.38 0.16 0.18
C 1.396407 -1.163964 2.410380 -0.29 -0.06 -0.11
O 0.677299 -2.180539 3.101118 0.19 0.08 0.00
C 1.453834 -3.042222 3.921212 -0.28 -0.05 0.07
C 1.939179 -2.385477 5.198018 0.38 -0.07 -0.16
O 3.102912 -1.609787 4.950397 -0.06 0.16 -0.04
C 3.352091 -0.687203 5.984907 0.03 -0.09 -0.14
H 4.166624 -2.628371 -0.216331 -0.02 -0.09 -0.07
H 4.900511 -3.535076 1.126664 0.00 0.06 0.02
H 3.286410 -3.990654 0.550458 0.00 0.01 -0.14
H 1.601366 -2.438482 0.697903 -0.07 0.04 0.00
H 2.441328 -0.862994 0.559978 -0.19 0.00 -0.11
H 0.633246 -0.490070 2.013723 -0.05 -0.07 0.00
H 2.014448 -0.583669 3.097388 0.19 -0.09 -0.07
H 2.277743 -3.486423 3.360259 0.14 0.13 0.09
H 0.776823 -3.852530 4.200652 -0.05 0.05 0.00
H 2.200186 -3.161081 5.931191 -0.19 -0.02 0.07
H 1.143323 -1.750482 5.604183 -0.06 -0.06 0.02
H 2.528904 0.031972 6.067605 -0.02 -0.02 0.13
H 4.261829 -0.142291 5.736996 0.01 -0.06 -0.02
H 3.495004 -1.201010 6.942753 -0.05 0.07 0.07
C 4.422573 4.734137 -1.505619 -0.11 -0.01 -0.15
O 3.388320 4.284343 -2.349362 -0.08 0.07 0.18
C 3.086397 2.912261 -2.138932 0.06 0.27 -0.35
C 1.703586 2.582490 -2.662325 -0.10 -0.19 0.16
O 0.658609 2.949575 -1.773141 0.13 0.05 -0.05
C 0.358655 4.337531 -1.686710 -0.23 -0.10 0.11
C -0.366216 4.873554 -2.903684 0.32 0.23 -0.06
O 0.555722 5.158703 -3.947774 0.04 -0.16 -0.08
C -0.084419 5.274540 -5.197775 0.12 0.01 0.11
H 5.343781 4.164699 -1.676501 0.04 0.00 0.11
H 4.607529 5.783090 -1.732190 -0.01 -0.02 -0.05
H 4.124495 4.653090 -0.453800 0.11 -0.06 0.04
H 3.138721 2.673213 -1.070289 -0.03 -0.06 0.00
H 3.834398 2.318140 -2.681580 -0.02 -0.18 0.12
H 1.633290 1.495427 -2.748643 -0.01 0.00 0.06
H 1.540079 2.997546 -3.658324 0.15 0.16 0.02
H 1.252172 4.922188 -1.460723 0.03 0.06 -0.20
H -0.314900 4.429152 -0.832104 -0.04 -0.08 -0.03
H -0.879211 5.807966 -2.640591 -0.17 -0.10 0.07
H -1.101753 4.135272 -3.241952 -0.06 0.01 0.08
H -0.564132 4.329009 -5.475174 -0.12 0.06 -0.02
H 0.674599 5.507758 -5.943363 0.02 0.03 0.05
H -0.828620 6.078920 -5.184046 -0.08 -0.05 -0.06
```
Forces are in eV/Å.

total energy	-79018.9048	eV
relative energy (zero: lowest compared OMol25 entry of this formula, charge and spin)	11.05	kcal/mol
net charge	-1

Löwdin atomic charge list, values in e, 5 entries:
1 C 0.05
2 C -0.28
3 C -0.25
4 In 0.71
5 C -0.27


# C5H8NO

A 2-piece molecular cluster, C5H8NO overall in a non-equilibrium geometry (wB97M-V/def2-TZVPD, the Open Molecules 2025 dataset).

Geometry as XYZ:
```
15
Properties=species:S:1:pos:R:3:forces:R:3
C -0.480004 -1.123272 -0.618468 -0.14 -0.32 0.55
C 0.058050 -2.178155 -0.823223 -1.55 2.53 0.19
C -1.088213 0.063824 -0.150585 1.68 1.42 -1.11
C -2.370180 0.134096 0.510476 -0.58 0.33 1.63
C 3.118708 0.236653 0.288860 0.38 1.42 1.27
N -0.422732 1.205623 -0.367991 -5.29 -0.97 2.59
O 1.939384 0.035262 0.180859 0.21 -0.41 -0.37
H -3.168299 -0.608473 0.303961 0.78 0.62 -0.24
H -2.170505 0.115932 1.595068 0.07 -0.61 -0.04
H -2.615025 1.182624 0.438931 -1.19 0.15 -0.39
H 0.406609 -3.055274 -1.183597 1.16 -2.36 -0.61
H 3.482834 1.306198 0.326076 0.06 -0.80 -0.42
H 3.856803 -0.536569 0.564124 -0.16 -0.13 -0.41
H 0.298765 1.096978 -0.955273 3.81 0.31 -2.14
H -0.846197 2.124559 -0.109220 0.77 -1.16 -0.50
```
Forces are in eV/Å.

total energy	-8842.0958	eV
relative energy (zero: lowest compared OMol25 entry of this formula, charge and spin)	61.45	kcal/mol
net charge	+1

Löwdin atomic charge list, values in e, 5 entries:
1 C -0.02
2 C 0.27
3 C -0.27
4 C 0.02
5 C -0.08


Number 1: HOMO -1.5 eV, LUMO energy 1.645 eV. Number 2: HOMO -4.8 eV, LUMO energy 2.099 eV. Number 3: HOMO -13.8 eV, LUMO energy -5.307 eV.